The following is a DFT calculation (wB97M-V/def2-TZVPD) of a cluster of 8 separate species, C41H81BrF13N4O10S8 in total in a non-equilibrium geometry.

As for the net charge: +1. Its spin multiplicity is 1. The HOMO-LUMO gap comes out at 5.05 eV.

XYZ file:
```
158
C41H81BrF13N4O10S8 (wB97M-V/def2-TZVPD)
C -4.29305 -4.81174 0.07194
C -4.79721 -3.63262 -1.00165
C -3.54713 -2.78444 -1.64526
Br -2.07734 -4.10787 -1.87732
C -3.91857 -1.83638 -2.93149
C -5.14214 -0.91110 -2.33116
C -6.66206 -1.35419 -2.60751
C -7.64150 -0.19915 -1.89400
O -7.35203 -0.01244 -0.45681
C -7.67633 1.43300 -0.22189
C -3.96725 -2.44465 -4.44962
C -5.30069 -3.13764 -5.07939
C -6.10940 -2.27334 -6.20574
O -6.05388 -0.81450 -6.06257
C -6.93047 -0.11566 -7.01832
O -7.31754 -0.72501 -8.15182
N -3.16023 -1.53236 -5.40161
C -3.14853 -0.19772 -4.69495
N -3.23174 1.06837 -5.21478
C -3.38150 1.25288 -6.71264
C -2.65822 2.64852 -7.27998
C -1.29200 3.05121 -6.46163
C -1.49168 4.42780 -5.58682
N -1.29170 4.27029 -4.09519
C -1.05469 3.06058 -3.21786
C -0.94876 3.41534 -1.60133
C -1.09653 5.04647 -1.53206
C -1.31744 5.44606 -3.13717
N -2.94614 -0.66810 -3.23751
C -1.47831 -0.96516 -3.29792
C -0.79981 -0.59024 -1.83368
C 0.86108 -0.42403 -1.91427
F 1.38707 -0.44811 -3.29977
F 1.10310 0.98460 -1.41912
C 1.64259 -1.49944 -0.89634
F 1.40212 -0.91342 0.47602
F 0.92900 -2.79866 -1.09708
C 3.23122 -1.69832 -1.25007
F 3.45380 -2.39210 -2.57552
F 3.72996 -0.29460 -1.54116
C 4.19286 -2.20814 -0.04893
F 5.59798 -2.18992 -0.61009
F 4.25389 -1.21589 1.09028
S 3.91530 -3.87046 0.68984
F 5.49819 -4.34702 0.11678
F 3.21720 -4.57775 -0.68968
F 2.42627 -3.48371 1.43211
F 4.69887 -3.29442 2.14337
F 3.82459 -5.40656 1.44818
H -4.07229 -5.83850 -0.44625
H -5.17757 -5.01353 0.84144
H -3.38511 -4.43818 0.74352
H -5.36895 -4.19312 -1.86422
H -5.49484 -2.92268 -0.35699
H -3.18940 -2.03682 -0.78517
H -5.03203 0.22442 -2.68583
H -4.98478 -0.85738 -1.14865
H -7.01969 -1.40652 -3.72012
H -7.01492 -2.37519 -2.10695
H -8.78058 -0.55207 -1.94804
H -7.50295 0.81508 -2.46890
H -7.83073 1.69024 0.91082
H -6.80388 2.06250 -0.71379
H -8.69830 1.60782 -0.80859
H -3.21988 -3.37846 -4.44362
H -6.09555 -3.51247 -4.27128
H -4.95370 -4.14139 -5.62672
H -5.63355 -2.52342 -7.27194
H -7.23923 -2.63562 -6.28836
H -7.29687 1.01137 -6.87326
H -3.42676 -1.56778 -6.40654
H -3.19070 1.91364 -4.60528
H -4.48157 1.21428 -7.10754
H -2.74796 0.37320 -7.21269
H -2.36607 2.51258 -8.42990
H -3.48352 3.47841 -7.25458
H -0.47593 3.30972 -7.29358
H -0.84581 2.14649 -5.85877
H -0.77924 5.27479 -5.98483
H -2.59665 4.78370 -5.75017
H -1.00067 1.99006 -3.68734
H -0.79813 2.61476 -0.73806
H -1.06504 5.73333 -0.58251
H -1.45644 6.59348 -3.32711
H -1.17581 -2.01506 -3.71325
H -1.02428 -0.17489 -4.07121
H -1.27815 0.46611 -1.54528
H -1.13997 -1.31528 -0.96060
C 6.30174 0.01348 3.30071
S 7.03836 -0.04999 4.95232
O 8.04209 1.06056 5.04116
C 7.95338 -1.59030 4.69457
H 5.70834 0.92822 3.22156
H 7.08616 0.02579 2.53991
H 5.65049 -0.85154 3.15554
H 8.63805 -1.48196 3.85015
H 7.25048 -2.40529 4.50597
H 8.52510 -1.80796 5.59944
C 12.61999 -2.00228 6.80864
S 12.38974 -0.22131 7.03134
O 12.90659 0.13312 8.39367
C 10.58324 -0.27311 7.13189
H 13.69236 -2.20885 6.75886
H 12.18715 -2.54529 7.65249
H 12.14875 -2.31969 5.87556
H 10.27274 -0.92002 7.95569
H 10.17560 -0.64444 6.18860
H 10.21799 0.74084 7.30947
C -10.86787 1.79772 2.72376
S -10.97171 1.09197 1.06076
O -10.32555 2.06271 0.11799
C -12.76391 1.27599 0.88645
H -9.81747 1.81777 3.02603
H -11.26264 2.81677 2.72453
H -11.43157 1.17545 3.42267
H -13.04484 2.32585 0.99793
H -13.26840 0.66987 1.64272
H -13.05187 0.92709 -0.10773
C 11.02151 0.19477 12.38445
S 10.26802 -1.24724 11.59244
O 9.12357 -1.68863 12.45504
C 11.64801 -2.37735 11.90016
H 10.30969 1.02346 12.34313
H 11.25394 -0.02896 13.42859
H 11.93121 0.47480 11.84827
H 11.84310 -2.44631 12.97289
H 12.53816 -2.01702 11.37896
H 11.37874 -3.36387 11.51634
C 7.85528 4.23020 2.93243
S 8.06817 5.40826 4.28938
O 8.28087 6.76244 3.68142
C 9.68397 4.79305 4.82504
H 6.91403 4.45484 2.42382
H 8.68015 4.32311 2.22161
H 7.81510 3.21394 3.33125
H 10.39868 4.85169 4.00084
H 9.58663 3.75918 5.16488
H 10.03308 5.41443 5.65272
C 4.74414 -4.70979 -4.05616
S 5.27636 -5.22904 -5.70588
O 4.21758 -4.79953 -6.67705
C 5.06743 -7.00477 -5.42417
H 4.75973 -3.61745 -4.01555
H 3.72870 -5.06326 -3.86062
H 5.43180 -5.10756 -3.30626
H 4.03313 -7.22036 -5.14616
H 5.74514 -7.33089 -4.63157
H 5.31195 -7.53229 -6.34881
C -9.76715 7.08153 2.92199
S -9.72517 5.31101 2.55059
O -8.28533 4.89510 2.49999
C -10.30827 5.45979 0.84352
H -9.40149 7.22986 3.94150
H -9.12480 7.62657 2.22585
H -10.79410 7.44738 2.85130
H -9.63400 6.10229 0.27247
H -11.31843 5.87620 0.83778
H -10.32529 4.46344 0.39628
```

The following is a DFT calculation (wB97M-V/def2-TZVPD) of a cluster of 9 separate species, C41H82FO17PS2 in total.

Its spin multiplicity is 1. The HOMO-LUMO gap comes out at 7.50 eV. The structure (SMILES) is CCOCCOCC1=C([PH2]=S)C(=O)c2c(C[C@@H](C)F)c(S)c(COCOCCO)c(CCC(=O)O)c2C1=O.CCO.CCO.CCO.CCO.CCO.CCO.CCO.CCO.

XYZ file:
```
144
C41H82FO17PS2 (wB97M-V/def2-TZVPD)
C -2.68951 1.15024 -3.11152
C -3.44516 -0.04820 -2.54078
O -3.21712 -0.11462 -1.14337
C -3.40565 -1.38959 -0.56429
C -2.15482 -1.86088 0.16279
O -1.45760 -0.75872 0.71871
C -0.32296 -1.16343 1.44927
C 0.89482 -1.07022 0.58567
C 1.58589 -2.06738 0.02742
P 1.21664 -3.82824 0.14534
S 0.16287 -4.49274 -1.35487
C 2.79022 -1.74525 -0.79331
O 3.71553 -2.52562 -0.82680
C 2.75637 -0.43940 -1.51714
C 3.36195 -0.26725 -2.77229
C 4.09192 -1.38622 -3.45627
C 3.19560 -2.31007 -4.30760
C 1.70741 -2.06053 -4.23693
F 3.59262 -2.20392 -5.65180
C 3.20181 0.98513 -3.40927
S 4.00260 1.27023 -4.97746
C 2.49902 2.04627 -2.79652
C 2.35442 3.38977 -3.49644
O 1.79978 3.36192 -4.79463
C 0.58932 2.65937 -4.90905
O -0.08451 3.18840 -5.99779
C -1.41230 3.62478 -5.79891
C -2.42413 2.59655 -6.30945
O -3.57501 2.52240 -5.45836
C 1.97517 1.87673 -1.50437
C 1.31747 3.01323 -0.76836
C -0.21976 3.07771 -0.93246
C -0.86437 3.38981 0.40199
O -0.41436 4.18466 1.16697
O -1.98371 2.67352 0.72175
C 2.06737 0.61623 -0.90130
C 1.39534 0.32393 0.39303
O 1.22715 1.12325 1.28216
H -3.30268 1.73539 -3.78844
H -2.37762 1.76885 -2.27025
H -1.79240 0.84207 -3.64355
H -3.09817 -0.96808 -3.01541
H -4.51649 0.06185 -2.73195
H -3.64488 -2.13515 -1.32399
H -4.25376 -1.36061 0.12645
H -1.51470 -2.39646 -0.54343
H -2.45465 -2.54910 0.95840
H -0.43728 -2.16121 1.87477
H -0.17153 -0.49044 2.28638
H 0.67903 -4.02717 1.42140
H 2.47259 -4.42394 0.22406
H 4.84654 -0.97456 -4.12015
H 4.61884 -2.00025 -2.74066
H 3.37385 -3.34326 -4.01063
H 1.44753 -1.06907 -4.60789
H 1.33613 -2.21296 -3.22518
H 1.20719 -2.79528 -4.86519
H 3.38442 0.29858 -5.65371
H 1.76688 4.08085 -2.89744
H 3.34818 3.82447 -3.59877
H 0.00350 2.74875 -3.98346
H 0.80270 1.59970 -5.09625
H -1.63346 3.85397 -4.75340
H -1.51299 4.55563 -6.35876
H -2.75527 2.86975 -7.31084
H -1.97342 1.61157 -6.32391
H -4.13138 3.28658 -5.62790
H 1.54597 2.95612 0.28391
H 1.74420 3.95467 -1.09052
H -0.63593 2.17349 -1.36896
H -0.47728 3.92823 -1.56791
H -2.61283 2.70424 -0.00956
C -2.59276 1.80708 4.85212
C -1.69984 1.08166 3.86531
O -2.03602 -0.30627 3.75693
H -2.52768 1.34444 5.83746
H -2.30775 2.85710 4.93209
H -3.63789 1.75737 4.53390
H -0.66199 1.12060 4.19642
H -1.75583 1.54464 2.87527
H -2.94808 -0.34388 3.45168
C 5.56306 -1.33264 2.76280
C 6.78203 -1.47704 1.86803
O 6.56092 -2.39704 0.80687
H 5.27984 -2.30033 3.17739
H 5.75594 -0.64213 3.58553
H 4.70862 -0.95452 2.19482
H 7.62810 -1.86698 2.43244
H 7.07013 -0.49999 1.46233
H 5.81768 -2.06919 0.28937
C 0.26573 -1.99145 -7.90905
C -1.12490 -1.38791 -7.84946
O -1.09883 0.03526 -7.93288
H 0.88896 -1.59783 -7.10736
H 0.22662 -3.07787 -7.81764
H 0.75205 -1.74727 -8.85632
H -1.60541 -1.61960 -6.89930
H -1.75027 -1.79491 -8.65108
H -0.68627 0.27523 -8.76830
C 1.58745 -0.63471 6.08132
C 0.67728 -1.46737 5.19649
O 1.42557 -2.39403 4.39947
H 2.31525 -0.09210 5.47589
H 1.01279 0.08578 6.66672
H 2.14288 -1.27120 6.77493
H 0.14012 -0.83571 4.49788
H -0.05732 -2.00963 5.79294
H 1.89539 -2.98223 4.99806
C -3.65350 -2.31475 7.89800
C -2.18719 -2.62608 7.66979
O -1.95050 -3.19835 6.38633
H -4.25074 -3.22152 7.79292
H -3.81674 -1.89496 8.89096
H -4.00624 -1.58758 7.16371
H -1.83267 -3.35947 8.39309
H -1.58848 -1.71474 7.78728
H -2.24101 -2.55853 5.72545
C -4.58970 3.31155 9.10736
C -3.70266 2.58337 8.11492
O -4.04144 1.20107 8.01659
H -4.51618 2.84855 10.09152
H -4.30612 4.36138 9.19211
H -5.63565 3.26498 8.79525
H -2.66131 2.61596 8.43205
H -3.77095 3.04952 7.12723
H -4.95616 1.14064 7.72458
C -2.80920 -6.93983 -2.53499
C -3.75782 -6.06439 -1.73891
O -3.57589 -4.67913 -2.02093
H -1.77611 -6.66092 -2.32706
H -2.94590 -7.99297 -2.28550
H -2.98063 -6.81877 -3.60769
H -3.57351 -6.17473 -0.67141
H -4.79743 -6.34970 -1.93445
H -3.73916 -4.54325 -2.95917
C 4.64584 6.01855 1.35088
C 3.70298 5.13758 0.55482
O 4.39128 4.33708 -0.40835
H 5.21063 6.67085 0.68427
H 4.09545 6.63517 2.06221
H 5.36232 5.41121 1.90905
H 2.99828 5.74519 -0.01153
H 3.12702 4.48859 1.22195
H 5.01233 3.77404 0.06361
```